1.
Below is a molecular structure, C37H31P2Se4SiW in a non-equilibrium geometry, with properties calculated with ωB97M-V with the def2-TZVPD basis set.

Output
Charge: +1
HOMO-LUMO gap (spin up / spin down), eV: 5.85 / 5.14
Multiplicity: 1
DFT total energy, eV: -328536.8594
F_max, Eh/bohr: 0.02949

XYZ file:
```
76
Properties=species:S:1:pos:R:3:forces:R:3
W -0.09746 -0.99815 -0.07429 -0.50 -1.43 -0.01
C -0.57715 2.66966 -1.44481 -0.11 0.38 -0.60
Si -0.26966 1.62977 0.02776 0.06 -0.51 0.42
C 1.39085 2.18832 0.69011 0.30 0.33 0.11
C 1.58481 3.36873 1.41786 -0.04 -0.12 -0.01
C 2.86164 3.76938 1.78999 0.06 -0.03 -0.01
C 3.97117 3.01293 1.41514 -0.05 0.05 0.03
C 3.80357 1.84868 0.67784 -0.07 0.01 0.02
C 2.51578 1.43943 0.32720 0.21 0.15 0.03
P 2.20296 -0.07120 -0.63194 0.05 0.34 -0.20
C 3.67858 -1.11702 -0.39341 0.01 0.00 -0.01
C 3.97214 -1.66802 0.85588 0.19 -0.05 -0.07
C 5.13674 -2.39627 1.05041 -0.04 0.02 -0.07
C 6.02293 -2.58896 -0.00640 -0.02 -0.01 0.09
C 5.74104 -2.04169 -1.24608 -0.05 0.02 -0.05
C 4.57478 -1.30685 -1.43921 0.16 -0.05 -0.08
C 2.29444 0.46037 -2.37577 -0.01 0.13 0.04
C 2.54065 1.79327 -2.69131 0.14 0.03 -0.13
C 2.58001 2.20556 -4.02105 0.00 -0.04 0.06
C 2.37526 1.28780 -5.04022 0.01 0.00 0.00
C 2.13663 -0.04802 -4.73173 -0.02 -0.04 0.02
C 2.09240 -0.45780 -3.40671 -0.04 0.06 -0.15
C -1.67381 1.97326 1.21513 -0.29 0.33 0.10
C -2.45818 3.12640 1.13783 -0.01 0.01 0.08
C -3.55878 3.29684 1.97540 0.08 0.00 -0.05
C -3.88466 2.31977 2.90565 -0.01 -0.02 0.01
C -3.10932 1.16956 3.00566 -0.09 0.10 0.10
C -2.02293 1.00685 2.15745 -0.05 0.02 0.14
P -0.89153 -0.39770 2.25145 -0.18 0.15 0.20
C -1.81230 -1.73675 3.06257 0.15 -0.06 -0.08
C -1.17515 -2.56300 3.98414 0.01 -0.15 0.12
C -1.83804 -3.66878 4.50422 0.00 0.05 -0.02
C -3.13842 -3.95446 4.10668 0.03 0.01 0.03
C -3.78127 -3.12550 3.19643 -0.01 0.03 -0.03
C -3.11737 -2.02296 2.67533 -0.15 -0.13 0.03
C 0.32090 0.13903 3.49292 0.07 -0.10 0.01
C -0.13029 0.47364 4.77111 0.05 0.05 0.10
C 0.76853 0.92541 5.72323 0.00 0.01 0.00
C 2.12061 1.05407 5.40947 -0.05 0.02 0.02
C 2.57279 0.72846 4.14130 -0.08 -0.04 -0.07
C 1.66777 0.26973 3.18731 0.01 0.00 0.39
H -0.42314 3.71587 -1.14310 -0.05 -0.12 -0.12
H -1.59418 2.54087 -1.81997 0.06 0.06 -0.01
H 0.11867 2.43585 -2.25173 -0.10 0.10 0.02
H 0.72729 3.97105 1.71851 0.14 -0.12 -0.06
H 2.99701 4.67514 2.37396 -0.01 -0.11 -0.08
H 4.96892 3.33330 1.69711 -0.10 -0.03 -0.02
H 4.66903 1.26294 0.38710 -0.05 0.01 0.01
H 3.30362 -1.52965 1.68859 -0.12 0.04 0.15
H 5.35223 -2.81680 2.02656 -0.02 0.04 -0.08
H 6.93192 -3.16130 0.14111 -0.08 0.04 0.00
H 6.42805 -2.18104 -2.07269 -0.05 0.01 0.05
H 4.37856 -0.87587 -2.41114 0.04 -0.02 0.02
H 2.70704 2.51837 -1.90519 -0.01 0.01 -0.02
H 2.77009 3.24763 -4.25469 -0.02 -0.10 0.03
H 2.40335 1.60984 -6.07557 0.00 -0.04 0.09
H 1.97978 -0.77267 -5.52470 0.02 0.09 0.10
H 1.90904 -1.49893 -3.17887 -0.01 -0.07 0.00
H -2.22503 3.89772 0.40786 -0.05 -0.11 0.09
H -4.16836 4.19039 1.89324 0.06 -0.08 0.00
H -4.74775 2.44628 3.54994 0.07 -0.01 -0.05
H -3.36804 0.40574 3.73202 0.02 0.09 -0.06
H -0.16532 -2.34071 4.31148 -0.03 -0.03 -0.02
H -1.33859 -4.30315 5.22616 -0.02 0.03 -0.03
H -3.65524 -4.81653 4.51371 0.06 0.07 -0.03
H -4.80242 -3.33465 2.89270 0.13 0.03 0.03
H -3.63276 -1.37229 1.98448 -0.06 0.04 -0.12
H -1.18031 0.38001 5.02702 0.06 0.01 -0.02
H 0.41489 1.18136 6.71515 0.03 -0.01 -0.06
H 2.81641 1.41482 6.15828 -0.05 -0.03 -0.04
H 3.62138 0.83657 3.88505 -0.09 -0.02 0.01
H 2.00984 0.04225 2.19814 0.08 -0.15 -0.13
Se -0.99569 -0.51991 -2.42287 -0.06 -0.20 -0.23
Se -2.47357 -1.08220 -0.68576 0.49 0.40 0.15
Se 0.83245 -3.13546 -1.10004 0.21 0.25 0.25
Se 0.79120 -2.98475 1.16878 -0.19 0.40 -0.32
```
Forces are in eV/Å.


2.
Below is C23H22N2O4S2 in the gas phase in a non-equilibrium geometry, with properties calculated with ωB97M-V with the def2-TZVPD basis set.

Output
HOMO-LUMO gap, eV: 7.11
Multiplicity: 1
DFT total energy, eV: -57048.2008
F_max, Eh/bohr: 0.02047
ΔE to the lowest compared entry with this formula, charge and spin, eV: 3.179

XYZ file:
```
53
Properties=species:S:1:pos:R:3:forces:R:3
C 4.11936 1.01495 -2.35858 0.16 0.14 -0.03
O 3.03383 0.13642 -2.20070 -0.26 -0.22 0.05
C 2.72473 -0.28964 -0.93360 0.00 -0.09 0.14
C 1.69619 -1.22470 -0.83184 0.20 0.10 -0.06
C 1.25541 -1.64669 0.40168 0.03 0.00 -0.08
C 1.79309 -1.13453 1.58904 0.28 0.00 -0.20
N 1.28860 -1.54896 2.83117 0.02 -0.28 0.20
C 1.81493 -0.95839 4.04343 0.02 -0.05 -0.01
C 1.28301 0.48942 4.24612 0.26 0.21 0.06
N 0.13219 0.66262 3.37911 -0.07 0.09 0.32
C 0.31505 1.42136 2.26334 0.14 0.50 0.20
O 1.18248 2.27898 2.22374 0.03 0.00 -0.12
C -0.48152 1.18935 1.03785 -0.35 0.03 -0.75
C 0.08547 1.43878 -0.18482 -0.15 0.06 0.48
C -0.72820 1.10279 -1.28193 -0.62 -0.12 0.52
C -1.96307 0.63616 -0.89054 0.62 0.29 0.80
S -2.08671 0.57400 0.83764 0.36 0.05 -0.47
C -3.05959 0.25415 -1.74742 -0.47 -0.08 -0.20
C -4.37961 0.18790 -1.29562 0.23 -0.01 -0.11
C -5.39988 -0.14054 -2.16802 -0.03 -0.03 0.00
C -5.13054 -0.40940 -3.50229 0.11 -0.04 0.00
C -3.82196 -0.36990 -3.95838 -0.01 0.02 -0.23
C -2.80746 -0.03649 -3.08782 0.55 0.13 0.21
S -1.10018 -0.13602 -3.62621 0.15 0.14 -0.17
O -1.02766 0.13573 -5.03509 -0.16 0.26 -0.04
O -0.58666 -1.39483 -3.16027 0.05 -0.02 0.28
C -0.31183 1.22000 -2.70147 -0.64 -0.60 -0.46
C -0.78963 -0.43709 3.53034 -0.07 -0.19 -0.15
C -0.14358 -1.73152 2.96601 -0.14 -0.09 0.05
C 2.87159 -0.26103 1.46750 -0.18 -0.20 0.20
C 3.33528 0.15285 0.22996 0.09 0.09 -0.46
H 4.20385 1.19165 -3.43002 0.04 0.02 0.08
H 5.05165 0.57380 -1.99146 -0.03 0.02 0.01
H 3.94649 1.96902 -1.84745 0.02 -0.04 0.00
H 1.23369 -1.59689 -1.73233 -0.04 -0.06 -0.09
H 0.47618 -2.39226 0.42490 -0.08 -0.05 0.02
H 1.48624 -1.59570 4.87028 0.09 0.02 -0.03
H 2.90353 -0.97851 4.02384 -0.02 0.00 0.09
H 2.02103 1.23972 3.96233 -0.10 -0.10 0.11
H 0.98826 0.65632 5.28609 0.06 -0.01 -0.02
H 1.07783 1.83959 -0.27248 0.21 0.05 0.04
H -4.59223 0.40036 -0.25799 -0.08 0.06 0.06
H -6.41594 -0.18509 -1.80555 -0.08 0.01 0.03
H -5.93321 -0.65599 -4.17968 -0.05 -0.03 -0.07
H -3.56685 -0.58749 -4.98361 -0.06 -0.02 -0.16
H 0.76622 1.11816 -2.81027 0.07 -0.16 -0.17
H -0.65578 2.13827 -3.17577 0.00 0.08 -0.06
H -1.73919 -0.21963 3.04720 0.03 -0.09 0.20
H -0.97918 -0.53884 4.60363 -0.07 0.03 -0.10
H -0.32771 -2.57012 3.64604 -0.08 0.03 -0.08
H -0.58327 -1.97166 2.00190 0.00 -0.02 0.07
H 3.36542 0.14184 2.33582 -0.02 0.07 0.13
H 4.15983 0.84774 0.20224 0.06 0.08 -0.04
```
Forces are in eV/Å.


3.
Below is a molecular structure, C23H22MnN5Se, with properties calculated with ωB97M-V with the def2-TZVPD basis set.

Output
Charge: +1
HOMO-LUMO gap (spin up / spin down), eV: 6.50 / 6.58
Multiplicity: 6
<S²>: 8.76
DFT total energy, eV: -128321.7051
F_max, Eh/bohr: 0.00854
ΔE to the lowest compared entry with this formula, charge and spin, eV: 0.198

XYZ file:
```
52
Properties=species:S:1:pos:R:3:forces:R:3
Mn 0.04877 0.81743 1.70994 -0.09 0.39 0.18
N 3.76456 1.91492 -0.45346 0.07 -0.31 -0.24
C 2.91397 1.43985 0.44454 -0.01 0.12 -0.04
N 1.65091 1.19884 0.22044 0.09 -0.27 -0.16
C 1.13452 1.45607 -1.05255 0.08 0.05 0.08
N -0.09537 1.18785 -1.35898 -0.12 0.03 0.03
N -0.78647 0.71527 -0.27243 0.07 -0.07 -0.13
C -1.87341 0.08079 -0.45057 -0.02 0.01 0.05
C -2.51460 -0.47130 0.75699 0.06 0.01 -0.05
C -3.80855 -0.95482 0.74295 -0.01 -0.03 0.01
C -4.35085 -1.44666 1.92362 0.00 0.01 -0.03
C -3.57992 -1.43803 3.07096 0.02 0.00 0.00
C -2.28708 -0.93874 3.00096 -0.04 0.00 0.01
N -1.75681 -0.47335 1.87274 -0.06 -0.02 0.05
C 2.01495 2.02794 -2.06645 -0.05 -0.02 -0.04
C 1.56306 2.36496 -3.34569 -0.01 -0.01 0.04
C 2.43691 2.90181 -4.26476 0.02 0.03 0.00
C 3.77586 3.11086 -3.92375 -0.01 -0.01 -0.01
C 4.23977 2.78719 -2.66648 -0.01 -0.02 0.00
C 3.34964 2.24738 -1.74419 0.05 0.00 0.06
H 4.72231 2.07728 -0.18409 -0.02 0.03 0.02
H 3.31626 1.25785 1.43207 0.01 -0.09 -0.03
H -2.29893 -0.07174 -1.43870 -0.02 0.02 0.00
H -4.38038 -0.93851 -0.17472 0.00 0.00 0.00
H -5.36295 -1.82719 1.94294 0.00 0.00 0.00
H -3.96274 -1.80895 4.01046 0.01 0.00 0.00
H -1.65571 -0.90790 3.88015 0.00 0.00 0.00
H 0.52416 2.19568 -3.58984 0.00 0.00 0.00
H 2.08720 3.16372 -5.25349 0.00 0.00 0.00
H 4.45749 3.53220 -4.65002 0.00 0.00 0.00
H 5.27528 2.95100 -2.39552 0.00 0.00 0.00
C 3.44475 5.77944 -0.69753 -0.03 -0.02 -0.02
C 2.58159 5.00685 0.26288 0.01 0.00 0.02
C 3.13239 4.30708 1.33009 -0.15 0.12 0.10
C 2.34136 3.60170 2.23273 0.02 0.25 0.16
C 3.00522 2.89281 3.38404 0.03 0.07 -0.03
C 0.94714 3.58746 2.06011 0.07 0.15 0.18
Se -0.12870 2.63744 3.36357 -0.01 -0.33 -0.18
C 0.36935 4.27994 0.98612 0.01 -0.07 -0.01
C -1.11267 4.31571 0.72083 0.01 0.01 -0.01
C 1.20235 4.97725 0.11316 0.04 -0.11 -0.06
H 4.50094 5.68094 -0.44800 0.02 0.01 0.01
H 3.19405 6.84073 -0.67861 0.01 0.01 0.01
H 3.30301 5.43091 -1.72267 -0.01 0.01 0.00
H 4.20882 4.32240 1.47499 0.01 0.03 0.03
H 4.08965 2.99959 3.32833 0.00 0.01 0.01
H 2.75471 1.82830 3.41785 -0.03 0.00 0.02
H 2.66690 3.29488 4.33950 0.00 0.00 0.00
H -1.64258 3.52948 1.25270 0.00 0.00 0.01
H -1.30734 4.21614 -0.34824 0.00 0.02 -0.01
H -1.53543 5.26941 1.04337 0.00 -0.01 0.03
H 0.74978 5.51217 -0.71616 0.00 0.01 0.00
```
Forces are in eV/Å.